{"formula": "C3H2OS3", "method": "wB97M-V/def2-TZVPD", "symbols": ["C", "C", "C", "O", "S", "S", "S", "H", "H"], "coordinates": [[-0.0559, -0.6532, -0.5851], [0.0395, 0.5214, -1.3266], [0.2871, -0.7102, 0.6899], [-1.3339, -1.0671, 2.4499], [0.5588, 2.0926, -0.9101], [1.2607, 2.1679, 0.8828], [0.1258, -1.1890, 2.2155], [-0.3765, -1.5988, -1.2053], [-0.5055, 0.4364, -2.2110]], "forces_ev_per_angstrom": [[0.36, -1.72, -0.54], [0.08, 2.27, 0.74], [0.60, -1.32, 1.22], [0.02, -0.29, 1.09], [-0.44, -1.90, -0.44], [-0.03, -0.03, -0.09], [-0.83, 0.70, -1.68], [0.61, 1.72, 1.56], [-0.37, 0.57, -1.86]], "lumo_ev": [-1.830, -1.944], "total_energy_ha": -1385.17151, "max_force_ev_per_a": 2.395, "relative_energy_kj_mol": 380.8, "gap_ha": [0.253, 0.246], "e_homo_ha": [-0.320, -0.318]}

{"formula": "C3H2S3", "method": "wB97M-V/def2-TZVPD", "symbols": ["S", "C", "C", "S", "C", "S", "H", "H"], "coordinates": [[-0.0163, -1.0493, -1.9258], [0.9443, -0.3810, -0.7548], [0.4056, 0.2219, 0.4646], [1.3719, 0.2152, 1.7702], [-1.1005, 0.3321, 0.4578], [-1.9675, 1.2714, -0.4875], [2.1127, -0.4507, -0.9022], [-1.7502, -0.1596, 1.3778]], "forces_ev_per_angstrom": [[1.25, 0.40, 1.03], [1.37, -0.64, -2.52], [-0.50, -1.61, 0.22], [-0.47, 0.54, -0.06], [-1.48, -0.22, 3.35], [-0.01, 0.41, -0.49], [-2.43, 0.32, 0.67], [2.27, 0.81, -2.19]], "smiles": "S=CC(=S)C=S", "lumo_ev": -2.372, "total_energy_ha": -1309.96754, "max_force_ev_per_a": 3.667, "relative_energy_kj_mol": 253.1, "gap_ha": 0.238, "e_homo_ha": -0.325}

{"formula": "C3H30O13S2", "method": "wB97M-V/def2-TZVPD", "symbols": ["C", "C", "O", "C", "S", "S", "H", "H", "H", "H", "H", "H", "H", "H", "O", "H", "H", "O", "H", "H", "O", "H", "H", "O", "H", "H", "O", "H", "H", "O", "H", "H", "O", "H", "H", "O", "H", "H", "O", "H", "H", "O", "H", "H", "O", "H", "H", "O"], "coordinates": [[-0.0646, -0.2359, 0.3440], [0.1512, -1.7709, 0.4163], [1.1393, -2.2961, -0.0152], [0.3406, 0.4333, 1.6604], [0.7539, 2.1587, 1.2612], [-0.0517, 3.4668, 2.6412], [0.5666, 0.0623, -0.4885], [-1.1184, -0.0369, 0.2016], [-0.6852, -2.3010, 0.8921], [-0.4784, 0.3276, 2.3743], [1.1692, -0.0343, 2.1958], [-1.1670, 3.7440, 1.9381], [-2.9624, 1.8895, 1.0876], [-2.8247, 1.6834, -0.4156], [-3.2616, 2.2476, 0.2463], [-1.1914, 0.9632, 4.5111], [-2.2002, 0.4893, 3.5537], [-1.5847, 0.1281, 4.2155], [0.3144, 2.9502, -2.0787], [0.0824, 2.2516, -3.5116], [-0.3369, 2.6275, -2.7052], [3.7718, -1.3698, -3.3800], [4.0358, -0.2238, -2.3789], [4.3390, -0.6022, -3.2061], [2.9498, -2.8811, 1.6791], [2.8210, -3.8766, 0.5908], [3.0468, -3.8277, 1.5263], [-1.3694, 1.4708, -2.1692], [-2.6352, 0.6322, -2.5302], [-1.9746, 0.7521, -1.8373], [-2.6315, -2.0089, -0.6085], [-2.1860, -0.9603, -1.4871], [-2.2665, -1.9448, -1.5043], [-0.1930, -0.8278, -3.3066], [-0.4811, -1.6899, -2.0376], [0.1806, -1.1243, -2.4723], [-2.5651, -1.5740, 2.1292], [-3.8378, -0.8123, 2.3743], [-2.9276, -0.6786, 2.0848], [0.2168, 0.8780, -5.4207], [1.6117, 0.7536, -4.6719], [0.7005, 1.0536, -4.6109], [1.4493, -2.3472, -3.2406], [2.5866, -3.2030, -2.5152], [2.3558, -2.6842, -3.2804], [-0.5865, -2.3407, 4.0855], [0.5117, -3.0780, 3.3367], [-0.3778, -2.7220, 3.2242]], "forces_ev_per_angstrom": [[0.92, -1.37, 0.56], [-0.58, 1.74, 0.11], [0.13, -0.41, 0.07], [-0.43, -0.22, 0.60], [0.21, 0.25, -0.05], [-0.14, -0.49, -0.21], [-0.23, 0.36, -0.11], [-0.02, 0.17, -0.35], [0.19, -0.55, -0.04], [0.06, 0.43, -0.18], [0.30, 0.04, -0.45], [-0.02, 0.02, 0.13], [-0.05, -0.05, 0.00], [-0.05, 0.13, -0.01], [0.12, -0.07, 0.09], [0.28, -0.34, 0.39], [0.04, -0.84, 0.09], [-0.16, 1.21, 0.11], [0.24, -0.09, -0.13], [0.29, 0.19, 0.73], [-0.50, 0.05, -0.38], [-0.22, 0.02, 0.24], [-0.13, -0.13, 0.10], [0.20, 0.19, -0.35], [0.07, -0.03, 0.13], [-0.14, -0.20, 0.04], [0.05, 0.22, -0.03], [0.14, -0.15, 0.19], [-0.07, 0.26, 0.01], [-0.60, 0.16, -0.35], [-0.08, -0.80, -0.16], [0.29, -0.32, -0.67], [-0.32, 0.99, 0.98], [-0.23, 0.17, 0.10], [-0.06, 0.13, -0.36], [0.44, -0.42, -0.35], [0.34, 0.15, 0.20], [-0.09, 0.18, -0.10], [-0.47, -0.41, -0.40], [0.41, -0.10, -0.27], [0.06, -0.15, -0.27], [-0.38, 0.06, 0.25], [0.09, -0.01, 0.87], [-0.47, -0.07, 0.43], [0.63, 0.06, -1.18], [-0.10, 0.18, -0.09], [-0.04, -0.14, -0.18], [0.07, 0.05, 0.24]], "lumo_ev": -0.087, "total_energy_ha": -1906.78442, "max_force_ev_per_a": 1.842, "gap_ha": 0.336, "e_homo_ha": -0.339}

{"formula": "C3H31NO14", "method": "wB97M-V/def2-TZVPD", "symbols": ["O", "C", "C", "N", "C", "O", "H", "H", "H", "H", "H", "H", "H", "H", "H", "O", "H", "H", "O", "H", "H", "O", "H", "H", "O", "H", "H", "O", "H", "H", "O", "H", "H", "O", "H", "H", "O", "H", "H", "O", "H", "H", "O", "H", "H", "O", "H", "H", "O"], "coordinates": [[-0.1524, -1.8047, -0.2337], [0.2295, -0.9332, 0.5430], [-0.6360, 0.2487, 0.8833], [0.0527, 1.4682, 0.4260], [0.2313, 2.5517, 1.3425], [1.3249, 2.3656, 2.3411], [1.1573, -1.1631, 0.9911], [-0.6461, 0.1451, 1.9889], [-1.8552, 0.2422, 0.6427], [0.9728, 1.2044, -0.1798], [0.4488, 3.5812, 0.8871], [-0.6958, 2.9598, 1.9272], [2.1742, 2.0494, 1.8225], [1.8871, 2.7362, -2.9901], [0.7289, 3.1147, -2.1277], [1.3336, 2.3858, -2.2990], [1.2717, -3.9255, 0.2164], [2.1280, -4.4899, 1.3598], [1.8098, -3.7333, 0.8997], [-2.5867, 1.3885, -1.8671], [-2.2556, 0.9975, -0.3891], [-3.0119, 1.2950, -0.9474], [1.8334, 0.6758, -1.8453], [1.0415, -0.6772, -1.9624], [1.6571, -0.0832, -1.4263], [-4.2092, -1.1999, 0.4040], [-4.6773, -1.6730, 1.9512], [-4.7731, -1.8790, 1.0081], [-1.3698, 3.1451, -1.2165], [-1.0998, 4.5831, -0.9646], [-0.9938, 3.8514, -1.6024], [-0.7310, -0.8568, -4.5017], [0.3536, -1.8920, -4.0650], [-0.1091, -1.0326, -3.8320], [-1.7296, -1.3272, -1.5059], [-3.0387, -0.5059, -1.2670], [-2.6488, -1.3263, -1.4035], [-0.1696, -3.6242, -1.1452], [-0.9999, -4.6561, -0.4079], [-0.1031, -4.5974, -0.8552], [3.4455, -1.7619, 0.5498], [2.9729, -2.2419, 1.8826], [3.3124, -1.4504, 1.4563], [2.9819, 0.4322, 1.9809], [3.5086, 0.9777, 0.5968], [3.4012, 1.1248, 1.5909], [-1.0411, 0.6960, 4.3113], [0.0780, 1.4888, 3.5430], [-0.8033, 1.1260, 3.4887]], "forces_ev_per_angstrom": [[0.09, 0.30, 0.08], [-2.98, -1.49, -2.25], [-0.83, 0.31, 0.70], [1.64, -0.33, -1.18], [0.48, 2.95, 1.63], [-0.59, -0.34, -1.73], [1.26, 0.76, 1.11], [-0.07, 0.52, -0.65], [3.51, -0.93, 0.63], [-3.11, 0.94, 1.93], [0.32, -1.75, -0.54], [1.26, -1.97, -0.81], [-1.63, 0.70, 1.24], [0.46, 0.05, -0.47], [-0.68, 0.12, 0.44], [0.29, 0.16, -0.12], [-3.15, -1.73, -3.51], [-0.04, -1.10, 0.01], [3.35, 2.59, 3.88], [-1.03, -0.17, 1.94], [-0.52, 0.67, -0.72], [1.35, 0.56, -1.85], [0.56, 4.41, -3.11], [1.19, 1.67, 0.80], [-1.41, -6.18, 2.09], [-1.84, -2.51, 2.63], [0.28, 0.36, -0.64], [1.59, 2.00, -1.95], [-2.12, -4.13, 2.35], [0.08, -0.53, -0.54], [2.10, 4.72, -1.80], [-1.19, 0.16, -1.31], [-1.06, 1.61, 0.21], [2.31, -1.87, 1.23], [2.07, 0.49, 0.12], [-0.50, 2.46, 0.05], [-1.90, -3.40, -0.43], [0.32, -1.85, 0.57], [1.56, -0.21, -0.63], [-2.04, 2.06, -0.11], [-0.11, 0.13, 0.12], [-0.18, -0.16, -0.04], [0.30, -0.33, -0.06], [-1.55, -3.79, 1.15], [-0.33, -0.27, 2.33], [2.56, 4.13, -3.89], [0.22, 0.10, 0.26], [0.93, 0.33, 0.13], [-1.24, -0.24, 0.71]], "lumo_ev": 0.110, "total_energy_ha": -1240.86857, "max_force_ev_per_a": 6.674, "relative_energy_kj_mol": 586.2, "gap_ha": 0.342, "e_homo_ha": -0.338}

{"formula": "C3H32N2O13", "method": "wB97M-V/def2-TZVPD", "symbols": ["C", "C", "C", "N", "O", "N", "H", "H", "H", "H", "H", "H", "H", "H", "H", "H", "O", "H", "H", "O", "H", "H", "O", "H", "H", "O", "H", "H", "O", "H", "H", "O", "H", "H", "O", "H", "H", "O", "H", "H", "O", "H", "H", "O", "H", "H", "O", "H", "H", "O"], "coordinates": [[-2.5404, 0.4615, 1.9596], [-2.2239, -0.5762, 0.8520], [-0.8004, -0.5768, 0.3202], [-0.5706, -1.5355, -0.5058], [-0.0339, 0.3636, 0.5375], [-1.8032, 0.2491, 3.1154], [-3.6063, 0.3598, 2.1349], [-2.2676, 1.4614, 1.5692], [-2.8974, -0.4838, 0.0024], [-2.4622, -1.5761, 1.2236], [0.2407, -1.5237, -1.1629], [-1.3735, -2.1063, -0.8026], [-2.2327, 0.3598, 4.0827], [-0.8253, 0.5267, 3.0392], [-2.8545, -2.2354, -2.1557], [-2.6855, -3.8177, -1.8644], [-2.7007, -2.9178, -1.4616], [-3.2259, 3.7616, -3.3048], [-1.9056, 4.0684, -2.6776], [-2.4538, 3.3742, -2.9911], [-2.0969, 0.0618, -2.9724], [-3.4699, -0.3494, -3.5332], [-2.8493, -0.5602, -2.7935], [4.7185, -2.5056, -0.9931], [3.8929, -3.8150, -1.0513], [4.4381, -3.2286, -1.6005], [0.3173, 2.6738, 0.3329], [1.3205, 3.5021, 0.9709], [0.3869, 3.5037, 0.7502], [1.4647, -0.3522, 1.4427], [2.3130, -1.1990, 2.5404], [2.3371, -0.8179, 1.6611], [5.0249, -0.6355, 0.5187], [3.7093, -1.4950, 0.5861], [4.6784, -1.5267, 0.4345], [1.7226, -1.2669, 4.8066], [0.7861, -1.6201, 3.7444], [1.6024, -1.8740, 4.0189], [1.4770, 1.3578, 0.2148], [2.8667, 1.6174, 0.9707], [2.3963, 1.6636, 0.1730], [-0.1066, 0.8054, -2.8815], [-1.1484, 1.8693, -3.1151], [-0.9157, 1.0502, -3.4872], [-0.8781, 3.1530, 1.9065], [-1.7602, 4.2675, 2.5708], [-1.6910, 3.2919, 2.4729], [3.2537, -2.2908, -2.7313], [2.8688, -1.2483, -3.8353], [2.5635, -1.6691, -3.0319]], "forces_ev_per_angstrom": [[-1.01, -1.01, -1.05], [0.37, -0.89, 0.30], [-1.18, 1.12, -0.34], [1.14, -1.36, -2.05], [0.40, 0.99, 1.18], [-0.18, 1.39, 1.77], [-0.04, 0.41, 0.30], [0.00, 0.22, 0.12], [-0.12, 0.58, -0.05], [0.04, 0.05, 0.19], [-0.63, 0.05, 1.06], [0.21, -0.51, -0.03], [0.61, -0.40, -1.58], [0.19, -0.29, 0.10], [0.00, -0.31, 0.00], [-0.05, 1.21, 0.31], [-0.15, -0.85, -0.38], [-2.12, 1.05, -0.93], [0.65, 1.12, 0.39], [1.56, -2.04, 0.67], [-0.12, -0.34, -0.11], [0.63, -0.38, 0.95], [-0.90, 0.37, -0.81], [-0.11, -0.38, -0.08], [0.39, 0.23, -0.23], [-0.32, -0.08, 0.04], [-0.43, -1.44, -1.11], [0.42, 0.29, 0.02], [-0.24, 1.34, 0.87], [1.80, -1.10, 0.49], [-0.23, -0.20, 0.42], [-1.44, 1.26, -1.19], [-0.24, 0.07, 0.01], [0.66, 0.54, 0.15], [-0.23, -0.34, 0.00], [0.29, -1.24, -1.07], [-3.99, 0.69, -1.54], [3.58, 0.34, 3.09], [0.95, -0.61, 0.54], [0.49, -0.62, 1.82], [-0.83, 0.92, -2.51], [-2.00, 0.39, -2.04], [-1.07, 2.24, 0.40], [3.42, -2.45, 1.55], [-0.61, 0.85, 0.55], [0.10, -0.98, -0.16], [0.50, 0.10, -0.23], [0.11, 0.13, 0.01], [0.20, -0.07, -0.12], [-0.47, -0.02, 0.30]], "lumo_ev": [-3.396, -8.039], "spin_multiplicity": 2, "total_energy_ha": -1220.84085, "max_force_ev_per_a": 4.744, "relative_energy_kj_mol": 6.3, "gap_ha": [0.341, 0.171], "e_homo_ha": [-0.466, -0.466], "total_charge": 1}